# 1
DFT (ωB97M-V/def2-TZVPD) results for a molecular structure, C23H40HfN8O4Si in a non-equilibrium geometry.

Element x y z (Å)
Hf  -0.48  1.65  0.45
Si  1.55  3.31  2.91
O  1.01  -3.32  -0.74
O  -1.84  3.40  1.17
O  0.69  2.67  1.57
O  -3.30  4.35  -0.04
N  -1.92  1.68  -2.87
N  -2.36  3.57  0.08
N  -1.10  0.68  -2.30
N  -3.19  3.71  -2.62
N  1.36  0.63  -0.46
N  -1.89  2.74  -0.90
N  -4.82  0.07  0.86
N  2.57  -3.66  -2.34
C  2.35  -5.09  -2.46
C  0.53  4.84  3.24
C  1.54  1.96  4.28
C  -4.07  0.66  2.02
C  1.28  -0.70  -0.65
C  1.98  -2.95  -1.39
C  3.60  -0.83  -1.15
C  -0.41  -1.57  2.60
C  1.11  -5.37  -3.37
C  -4.07  0.03  -0.40
C  3.67  0.53  -1.03
C  2.40  -1.50  -1.05
C  -0.41  -0.38  1.88
C  3.33  -2.99  -3.40
C  3.32  3.61  2.38
C  -5.33  -1.22  1.21
C  -2.70  -1.19  3.14
C  2.55  1.26  -0.65
C  -1.56  -2.02  3.19
C  4.84  -3.09  -3.20
C  -2.37  2.73  -2.19
C  -1.58  0.34  1.71
C  -2.75  -0.03  2.31
H  1.23  -4.66  -4.24
H  5.38  -2.43  -3.84
H  4.49  -1.36  -1.34
H  -3.93  1.01  -0.83
H  -5.94  -1.11  2.06
H  0.33  -1.20  -0.42
H  0.52  -2.18  2.62
H  -3.16  -0.50  -0.25
H  3.82  4.32  3.04
H  2.52  2.36  -0.44
H  0.02  5.10  2.31
H  2.14  1.06  4.13
H  -3.61  -1.43  3.70
H  5.13  -3.03  -2.13
H  3.41  4.04  1.40
H  0.19  -5.23  -2.80
H  -0.31  4.74  3.98
H  1.10  -6.42  -3.68
H  1.07  5.76  3.50
H  4.58  1.02  -1.19
H  2.97  -1.93  -3.50
H  -3.57  4.35  -1.84
H  2.20  -5.47  -1.46
H  -1.47  -0.30  -2.46
H  0.62  -0.08  1.63
H  -3.95  1.72  1.85
H  -4.71  -0.52  -1.09
H  -4.68  0.52  2.88
H  -2.04  1.58  -3.83
H  5.17  -4.07  -3.61
H  -1.63  -2.92  3.71
H  -4.53  -1.95  1.40
H  3.24  -5.57  -2.82
H  0.50  1.59  4.43
H  3.10  -3.42  -4.41
H  -5.93  -1.69  0.42
H  3.97  2.74  2.44
H  1.87  2.38  5.27
H  -3.46  3.90  -3.63
H  -0.22  0.75  -2.79

The value obtained for the frontier orbital gap is 6.493 eV. The total charge is +2. For the largest force on an atom, the calculation gives 3.33 eV Å⁻¹. Its HOMO energy is -13.2 eV.

Need the Mulliken charges? In units of e they are: 0.980, 0.175, -0.686, -0.509, -0.580, -0.702, -0.222, 1.098, -0.466, -0.380, -0.052, -0.312, 0.101, 0.163, -0.755, -1.055, -1.023, -1.746, 0.242, 0.348, 0.451, -1.205, -0.935, -1.013, -1.358, -0.918, -1.570, -0.623, -1.160, -0.925, -0.497, -0.300, -0.917, -1.454, 0.560, 1.447, 1.800, 0.278, 0.381, 0.465, 0.226, 0.354, 0.986, 0.414, 0.351, 0.394, 0.340, 0.263, 0.342, 0.488, 0.431, 0.375, 0.248, 0.319, 0.366, 0.410, 0.530, 0.511, 0.249, 0.411, 0.341, 1.011, 0.273, 0.488, 0.622, 0.166, 0.419, 0.541, 0.356, 0.451, 0.261, 0.335, 0.313, 0.318, 0.413, 0.237, 0.321

---

# 2
DFT (ωB97M-V/def2-TZVPD) results for a molecular structure, C25H16N6PdS3.

Element x y z (Å)
Pd  0.99  -0.44  0.03
S  1.17  1.87  -0.24
S  -5.38  -2.07  -2.19
S  2.46  -0.66  -1.77
N  1.27  -3.18  3.46
N  5.75  5.67  -1.74
N  -7.37  1.91  -1.14
N  7.35  2.47  -3.75
N  1.22  -1.69  1.83
N  -1.19  -1.18  -0.61
C  3.79  -0.91  4.97
C  3.25  0.89  -1.75
C  -3.41  -2.00  -0.25
C  0.74  -2.82  2.27
C  2.13  -1.26  2.80
C  -1.51  -0.92  -1.88
C  -6.14  0.54  -2.68
C  -3.74  -1.72  -1.57
C  -6.76  1.73  -2.32
C  -7.37  0.89  -0.29
C  -2.77  -1.18  -2.40
C  6.37  2.39  -3.17
C  -6.78  -0.34  -0.55
C  2.70  1.99  -1.07
C  2.93  -0.12  2.83
C  2.17  -2.19  3.83
C  3.00  -2.04  4.94
C  5.24  4.64  -1.75
C  3.76  0.04  3.93
C  3.37  3.21  -1.10
C  5.12  2.27  -2.45
C  -2.13  -1.70  0.18
C  4.57  3.36  -1.77
C  -6.15  -0.51  -1.78
C  4.46  1.06  -2.44
H  2.95  4.06  -0.57
H  4.88  0.21  -2.97
H  -7.87  1.06  0.66
H  3.03  -2.77  5.74
H  4.39  0.91  3.99
H  -1.84  -1.88  1.21
H  4.45  -0.74  5.81
H  0.03  -3.44  1.75
H  2.90  0.61  2.03
H  -5.67  0.43  -3.65
H  -2.99  -0.96  -3.44
H  -6.81  -1.14  0.17
H  -4.13  -2.43  0.42
H  -0.72  -0.50  -2.49
H  1.06  -4.02  3.97
H  -6.78  2.57  -3.00

The value obtained for the frontier orbital gap (alpha / beta) is 7.158 / 6.493 eV. For the largest force on an atom, the calculation gives 0.60 eV Å⁻¹. As for the expectation value of S²: 2.014. Its HOMO energy (alpha / beta) is -7.6 / -7.9 eV. Its multiplicity is 3.

Need the Mulliken charges? In units of e they are: 0.131, -0.302, -0.129, -0.285, -0.064, -0.495, -0.562, -0.495, -0.214, 0.114, -0.382, 0.593, -0.579, -0.511, 0.304, -0.318, -0.179, 0.405, -0.357, -0.356, -0.593, -0.156, -0.177, 0.374, -0.170, 0.646, -1.030, -0.173, -0.716, -0.757, 0.504, -0.462, 0.493, 0.314, -0.763, 0.503, 0.495, 0.348, 0.369, 0.411, 0.476, 0.371, 0.530, 0.407, 0.363, 0.389, 0.367, 0.363, 0.410, 0.194, 0.352

---

# 3
DFT (ωB97M-V/def2-TZVPD) results for a single C12H16N2O4 molecule in a non-equilibrium geometry.

Element x y z (Å)
O  3.78  4.45  -1.40
O  0.73  -1.41  2.85
O  -1.33  -1.47  -1.39
O  2.10  0.21  2.27
N  -2.45  -3.62  1.21
N  -0.70  -1.49  0.80
C  -0.13  0.81  0.35
C  -3.69  -2.83  -0.96
C  0.92  1.84  -0.14
C  -2.35  -3.20  -0.17
C  2.31  2.60  -1.96
C  1.34  1.74  -1.48
C  2.80  3.59  -1.05
C  -1.33  -1.98  -0.30
C  1.40  2.82  0.77
C  1.10  -0.62  1.99
C  2.33  3.76  0.24
C  0.42  -0.59  0.64
H  -2.69  -2.83  1.79
H  -4.37  -3.67  -0.85
H  -3.37  -2.66  -1.94
H  2.12  0.88  1.50
H  0.98  -0.93  -0.25
H  -0.48  -2.17  1.49
H  0.90  2.91  1.78
H  4.07  4.17  -2.26
H  2.59  2.52  -3.01
H  2.78  4.46  0.89
H  -4.09  -2.01  -0.42
H  -3.17  -4.32  1.36
H  -1.83  -3.96  -0.72
H  -0.74  1.22  1.19
H  0.84  1.09  -2.28
H  -0.79  0.70  -0.53

The value obtained for the frontier orbital gap is 9.454 eV. For the largest force on an atom, the calculation gives 3.37 eV Å⁻¹. The calculation puts the energy relative to the best compared isomer or geometry (same formula, charge and spin) at 134.8 kJ/mol. Its HOMO energy is -8.9 eV.

Need the Mulliken charges? In units of e they are: -0.518, -0.620, -0.656, -0.553, -0.629, -0.215, -1.115, -1.278, 0.329, 0.364, -0.511, -0.598, 0.728, 0.233, -0.275, 0.667, -0.691, 0.062, 0.213, 0.368, 0.348, 0.448, 0.308, 0.333, 0.311, 0.274, 0.327, 0.426, 0.322, 0.259, 0.284, 0.320, 0.303, 0.432

---

# 4
DFT (ωB97M-V/def2-TZVPD) results for a single C26H37N5O molecule.

Element x y z (Å)
O  0.63  4.88  2.24
N  0.56  -1.70  0.70
N  0.03  3.25  0.80
N  1.88  -1.66  0.99
N  -1.39  -0.44  1.35
N  0.15  1.69  -1.51
C  -1.51  3.81  2.56
C  0.55  -4.27  -1.93
C  1.24  3.22  0.03
C  -1.99  0.54  -1.99
C  -1.29  -2.75  -0.47
C  0.88  2.94  -1.44
C  1.55  -5.08  -2.70
C  -1.32  -5.38  -3.20
C  -3.26  0.85  2.02
C  0.07  -2.61  -0.24
C  0.44  1.06  2.93
C  1.48  0.42  -3.26
C  -1.78  0.59  2.08
C  -0.18  4.05  1.86
C  0.87  -0.03  2.16
C  -1.44  2.62  3.53
C  -0.09  -0.72  1.38
C  -1.10  1.76  -2.26
C  -1.72  -3.65  -1.43
C  0.99  0.54  -1.82
C  -0.91  1.38  2.85
C  0.98  -3.37  -0.97
C  2.10  -0.70  1.85
C  1.40  1.82  3.79
C  3.48  -0.45  2.33
C  -0.82  -4.42  -2.17
H  -3.72  0.09  1.40
H  -3.70  0.79  3.02
H  1.07  1.80  4.83
H  3.55  -0.59  3.41
H  1.85  0.59  -1.14
H  1.46  -4.88  -3.77
H  -1.62  2.65  -1.91
H  1.91  2.43  0.40
H  0.42  -0.36  -1.57
H  -2.99  0.75  -2.34
H  1.74  4.18  0.14
H  0.26  3.76  -1.80
H  2.03  -3.24  -0.77
H  -1.62  -0.34  -2.51
H  -1.77  4.71  3.12
H  1.80  2.93  -2.03
H  4.15  -1.15  1.84
H  -2.44  2.44  3.93
H  2.39  1.40  3.74
H  2.16  -0.42  -3.34
H  -2.78  -3.76  -1.61
H  -2.01  0.33  -0.93
H  3.80  0.57  2.09
H  -0.92  -5.13  -4.18
H  -2.41  -5.36  -3.25
H  2.01  1.32  -3.58
H  -1.99  -2.17  0.10
H  -2.28  3.64  1.80
H  2.56  -4.84  -2.38
H  -0.94  1.87  -3.34
H  0.65  0.26  -3.94
H  -3.48  1.83  1.61
H  -0.63  2.52  0.55
H  1.45  2.87  3.48
H  -0.79  2.90  4.36
H  1.38  -6.15  -2.54
H  -1.01  -6.40  -2.96

The value obtained for the frontier orbital gap is 8.455 eV. For the largest force on an atom, the calculation gives 0.97 eV Å⁻¹. The calculation puts the energy relative to the best compared isomer or geometry (same formula, charge and spin) at 0.0 kJ/mol. Its HOMO energy is -7.8 eV.

Need the Mulliken charges? In units of e they are: -0.688, 0.798, 0.406, -1.280, -0.218, 0.980, -0.475, 1.035, -0.443, -1.118, -0.653, -1.130, -1.934, -1.591, -1.839, 0.767, 1.325, -1.472, 0.260, 0.286, -0.032, -1.202, -0.053, -0.908, -1.465, 0.114, 0.509, -0.568, 0.777, -1.859, -1.718, 1.330, 0.363, 0.478, 0.388, 0.363, 0.320, 0.356, 0.521, -0.067, -0.589, 0.494, 0.498, 0.504, 0.432, 0.237, 0.433, 0.325, 0.398, 0.441, 0.364, 0.483, 0.301, 0.152, 0.345, 0.331, 0.371, 0.302, 0.629, 0.248, 0.374, 0.514, 0.280, 0.265, -0.213, 0.264, 0.451, 0.366, 0.333

---

Q: Look up the largest force on an atom of the fourth one.
A: 0.97 eV Å⁻¹